Record 1
Density functional theory data (ωB97M-V/def2-TZVPD) for the ion C3H10N2OP with charge +1 at a distorted geometry.

Geometry as XYZ:
```
17
Properties=species:S:1:pos:R:3
H -3.278 1.013 0.459
C 0.754 -0.046 -1.777
P 0.892 -0.134 0.064
H -0.237 -0.156 -2.050
H -0.489 1.705 1.325
H 2.436 -1.465 1.043
C 1.529 -1.792 0.614
H 1.171 0.890 -2.264
N -2.495 1.581 0.807
O 1.521 1.086 0.736
H 1.274 -0.855 -2.178
H -2.731 2.526 1.000
H 1.915 -2.234 -0.305
C -1.300 1.095 0.903
H -1.238 -0.659 -0.191
N -0.831 -0.039 0.482
H 1.108 -2.517 1.333
```

## Properties
- F_max (eV/Å) = 3.46
- total energy (eV) = -17583.95197
- E_HOMO (eV) = -14.40
- LUMO (Ha) = -0.1310
- energy above the lowest of the compared OMol25 structures with the same formula, charge and spin (kcal/mol) = 20.4
- SMILES = CP(C)(=O)/[NH+]=C/N
- 2S+1 = 1
- total charge = +1

***

Record 2
Density functional theory data (ωB97M-V/def2-TZVPD) for a structure of composition C20H31BaO2 at a distorted geometry.

Geometry as XYZ:
```
54
Properties=species:S:1:pos:R:3
C 2.014 -0.015 3.458
C 0.433 -1.698 -4.411
H -2.778 1.957 -1.782
Ba -0.132 -2.752 0.204
H -0.954 4.506 0.285
O 0.399 -2.048 -2.016
H 3.274 -0.374 1.623
H -1.254 -1.260 -3.037
C 1.142 1.059 3.804
H 2.544 -3.437 2.001
H 0.568 2.900 2.677
H 1.165 -4.011 -2.227
H -2.261 1.061 -0.317
C 1.140 1.977 2.718
H -1.575 -2.958 2.928
C 0.963 2.550 -1.638
H 2.408 -2.697 -2.099
O 0.292 2.197 -0.387
C -0.973 2.691 -0.906
C -1.916 0.375 2.990
H 1.113 -3.760 -4.511
C 1.435 -2.980 -2.532
H 1.284 -3.030 3.235
H -0.192 4.343 -2.228
H 2.231 -0.880 4.073
H 2.440 -2.575 -4.433
C 2.034 1.489 1.728
H 0.570 1.148 4.728
H 1.251 1.632 -2.188
C -1.789 -1.901 2.725
H -3.273 -1.995 1.040
H -0.377 -2.087 -5.028
H 2.267 1.972 0.793
H -1.862 3.122 0.994
C 1.438 -2.813 -4.057
C -0.156 -1.181 -3.109
H -1.447 0.779 -1.855
C -2.726 0.024 1.886
H 1.167 -4.579 2.308
H -0.676 2.820 -3.112
H -3.325 0.723 1.294
C -2.673 -1.392 1.726
H -2.541 4.039 -0.382
C 2.560 0.243 2.167
H -1.798 1.376 3.415
C -1.916 1.555 -1.235
C -1.327 -0.809 3.495
H 1.828 3.192 -1.465
H 0.904 -0.881 -4.960
H 0.140 -0.143 -2.877
C 1.475 -3.508 2.261
C -1.614 3.661 0.068
C -0.288 3.256 -2.184
H -0.658 -0.880 4.353
```

## Properties
- F_max (eV/Å) = 3.98
- total energy (eV) = -26025.60631
- E_HOMO (eV) = -1.73
- LUMO (Ha) = 0.0383
- energy above the lowest of the compared OMol25 structures with the same formula, charge and spin (kcal/mol) = 50.6
- 2S+1 = 1
- total charge = -1

***

Record 3
Density functional theory data (ωB97M-V/def2-TZVPD) for a structure of composition C32H50BN6O2PdS4 at a distorted geometry.

Geometry as XYZ:
```
96
Properties=species:S:1:pos:R:3
C -2.602 3.486 3.059
H 2.808 -2.216 -0.256
C 2.596 -1.475 4.122
C -0.978 -1.324 3.995
H -3.045 -1.482 -3.780
C 0.186 -1.692 4.558
C 2.642 -2.211 -1.325
H -4.077 -0.976 -1.837
H 3.933 -1.181 5.799
C -1.661 5.132 1.399
C 2.907 -0.941 5.529
C 0.632 -0.446 2.777
C -0.702 -3.450 -2.229
H 2.831 -4.326 -1.523
C -0.630 0.751 -2.712
C -0.003 1.719 -3.678
H 2.790 0.140 5.549
H 0.078 6.400 1.196
H 2.837 -5.509 -3.627
H 4.606 -1.164 3.452
C -2.514 2.294 -2.628
H -1.854 3.105 -2.328
H -2.877 -0.339 2.597
N -1.974 -0.420 0.596
C 2.274 -0.998 -3.387
H 2.247 -1.368 6.281
N -2.159 -1.723 -1.204
C -2.092 -1.980 -3.625
C 3.602 -0.874 3.145
H -0.665 1.849 -4.542
H 0.105 -2.717 -2.208
O -1.929 1.031 -2.384
H 2.148 -3.491 4.848
O 2.366 1.661 -1.965
C -3.289 -0.937 -1.112
H -4.157 -3.236 -2.285
H -2.299 7.144 1.777
H -3.058 4.222 3.685
H 5.072 -0.461 -1.223
B -1.861 0.028 2.061
H -3.534 5.943 2.143
C 2.409 -0.987 -1.986
H 3.104 -4.565 -5.103
H -3.418 2.331 -2.018
H 1.463 -4.911 -4.569
N 1.208 -1.147 3.807
H 0.359 -2.296 5.424
H 2.215 -0.054 -3.907
H 3.532 0.209 3.128
C -2.065 5.270 -0.073
H -3.116 5.023 -0.208
H -0.617 -4.084 -1.351
H -3.087 -4.505 -2.874
C 2.470 -4.674 -4.220
H -2.167 6.186 3.245
C 2.658 -3.391 -2.040
C -3.190 -3.712 -2.134
H -0.596 -4.065 -3.121
C -2.032 -2.709 -2.276
H -2.965 1.549 4.006
H -1.464 4.597 -0.673
S -0.157 -2.418 0.528
N -0.716 -0.553 2.898
C 4.647 0.452 -1.616
C 2.268 -2.184 -4.079
C -1.473 2.597 1.364
H 2.144 -2.180 -5.155
N -1.881 1.589 2.171
C 2.464 -3.404 -3.423
H 4.705 0.474 -2.696
N -1.939 3.784 1.889
C -2.559 2.151 3.221
H 5.148 1.316 -1.197
H -1.930 -2.686 -4.435
C -0.163 5.406 1.563
H -3.170 -4.153 -1.142
H -1.297 -1.226 -3.636
H -2.788 2.418 -3.682
H 0.164 2.694 -3.214
H 0.400 4.670 0.995
H 3.421 -1.236 2.139
H 3.777 -3.291 4.202
C -1.316 -1.371 -0.153
H 2.388 -3.366 3.108
S -0.536 2.502 -0.014
H -1.896 6.291 -0.407
H -1.979 -1.563 4.287
H 0.124 5.332 2.610
H -3.851 0.565 0.380
H 0.959 1.370 -4.033
Pd 0.302 -0.015 -0.972
S 2.823 0.546 -1.128
C 2.736 -3.005 4.073
S 1.414 0.460 1.614
C -2.469 6.158 2.201
C -3.169 -0.155 -0.026
```

## Properties
- F_max (eV/Å) = 1.93
- total energy (eV) = -94529.28663
- E_HOMO (spin up / spin down) (eV) = -2.58 / -2.58
- LUMO (spin up / spin down) (Ha) = 0.0967 / 0.0967
- 2S+1 = 1
- total charge = -1

***

Record 4
Density functional theory data (ωB97M-V/def2-TZVPD) for a structure of composition C24H23N2O3RuTe at a distorted geometry.

Geometry as XYZ:
```
54
Properties=species:S:1:pos:R:3
H -0.335 -4.219 -2.935
H 4.584 -4.046 -3.404
C -2.299 3.526 3.700
C -3.925 1.678 2.351
H -1.468 4.090 4.110
C 1.551 -1.033 8.586
H 2.187 -0.152 8.686
C 2.765 -4.958 -4.080
O -1.713 2.472 2.940
Te 0.443 -2.508 2.500
C 3.396 -2.188 4.095
H 0.620 -0.843 9.118
H -2.804 -1.916 -0.640
H -5.769 0.806 1.686
C -2.132 -1.315 -0.036
H -2.904 4.174 3.063
C -2.546 1.627 2.310
C -4.091 -0.232 0.896
H -1.806 -0.950 3.976
C 0.867 -1.937 4.470
H 3.956 -3.032 4.499
H 3.379 -1.607 6.681
H 3.156 -2.419 3.056
H 0.805 -5.692 -4.561
O -0.576 0.591 1.595
C 2.873 -3.261 -2.386
C 1.487 -3.310 -2.257
C -0.239 -1.664 5.287
Ru 0.510 -0.753 0.854
C -4.690 0.743 1.646
C 2.367 -1.622 6.288
H -2.909 3.126 4.512
C -1.658 -1.676 4.781
H -0.825 -1.162 7.274
H 2.064 -1.859 9.080
N -0.867 -1.516 -0.229
C 1.305 -1.350 7.138
N -0.481 -2.437 -1.190
H 3.440 -2.574 -1.773
C 0.013 -1.375 6.620
O 1.578 -1.670 -0.519
H -2.348 -1.427 5.584
H -4.687 -0.938 0.333
C 2.182 -1.913 4.941
H 3.262 -5.600 -4.794
C 0.815 -2.433 -1.286
H -4.424 2.444 2.926
C -2.686 -0.322 0.839
H -1.937 -2.660 4.393
C 3.509 -4.085 -3.299
C 0.740 -4.189 -3.043
C -1.907 0.602 1.566
H 4.061 -1.325 4.094
C 1.382 -5.010 -3.951
```

## Properties
- F_max (eV/Å) = 1.37
- total energy (eV) = -44251.37420
- E_HOMO (spin up / spin down) (eV) = -11.15 / -11.25
- LUMO (spin up / spin down) (Ha) = -0.2088 / -0.1822
- 2S+1 = 1
- total charge = +1

***

Which value of total energy does entry 3 give? -94529.28663 eV